Entry 1:
49
Properties=species:S:1:pos:R:3 method="wB97M-V/def2-TZVPD" relative_energy_kj_mol=0.0 homo_lumo_gap_ev="7.1 / 6.9" s_squared=0.75 lumo_energy_ev="5.8 / 5.5" max_force_ev_per_a=3.3 total_charge=-3 energy_ev=-202660.935 spin_multiplicity=2
Cu -8.713 -11.475 -20.124
C -8.734 -16.070 -20.786
F -10.020 -16.085 -20.371
F -7.965 -16.196 -19.691
F -8.572 -17.158 -21.531
S -8.291 -14.491 -21.767
O -6.844 -14.453 -21.896
O -9.071 -14.662 -22.997
O -8.758 -13.355 -20.975
C -12.553 -10.742 -17.714
F -11.468 -10.435 -16.951
F -12.826 -12.036 -17.571
F -13.528 -9.982 -17.208
S -12.176 -10.280 -19.550
O -12.279 -8.832 -19.599
O -10.787 -10.746 -19.781
O -13.170 -10.961 -20.351
C -8.576 -8.756 -16.335
F -8.728 -10.039 -16.002
F -9.680 -8.109 -15.942
F -7.534 -8.240 -15.682
S -8.321 -8.519 -18.240
O -8.273 -9.857 -18.846
O -9.471 -7.822 -18.745
O -7.081 -7.780 -18.369
C -9.000 -8.925 -24.333
F -9.075 -7.650 -24.728
F -10.052 -9.614 -24.756
F -7.887 -9.464 -24.853
S -8.885 -8.882 -22.410
O -7.716 -8.059 -22.176
O -10.095 -8.196 -21.961
O -8.754 -10.253 -21.929
C -4.829 -11.073 -17.992
F -5.777 -10.403 -17.336
F -3.660 -10.439 -17.911
F -4.695 -12.297 -17.473
S -5.431 -11.176 -19.837
O -6.688 -11.941 -19.693
O -5.635 -9.831 -20.303
O -4.409 -11.955 -20.498
Cl -7.320 -12.673 -15.206
C -8.664 -13.823 -15.475
C -8.748 -14.154 -16.947
Cl -9.553 -12.834 -17.857
H -9.640 -13.428 -15.199
H -8.387 -14.753 -14.979
H -9.340 -15.046 -17.154
H -7.777 -14.356 -17.396

Entry 2:
18
Properties=species:S:1:pos:R:3 method="wB97M-V/def2-TZVPD" relative_energy_kj_mol=271.1 homo_lumo_gap_ev=9.7 lumo_energy_ev=0.8 max_force_ev_per_a=7.7 energy_ev=-8898.887 smiles="CCN(C)C(C)=O"
C -1.770 -0.556 -0.272
C -1.033 0.601 0.118
C 1.086 1.890 -0.022
C 1.288 -0.548 -0.058
C 0.759 -1.907 0.166
H -1.509 -0.942 -1.410
H -2.721 -0.042 -0.252
H -1.791 -1.401 0.306
H -1.383 1.092 1.133
H -1.436 1.561 -0.471
H 0.628 2.565 -0.764
H 0.949 2.467 0.938
H 2.088 1.729 -0.046
H -0.034 -1.847 1.116
H 1.669 -2.601 0.369
H 0.267 -2.290 -0.570
N 0.480 0.594 -0.014
O 2.465 -0.363 -0.268

Entry 3:
12
Properties=species:S:1:pos:R:3 method="wB97M-V/def2-TZVPD" relative_energy_kj_mol=136.3 homo_lumo_gap_ev=10.2 lumo_energy_ev=-6.2 max_force_ev_per_a=6.0 total_charge=+1 energy_ev=-7309.743
C -2.162 -0.006 -0.082
C 1.340 0.473 0.085
C 0.086 -0.214 0.616
O -0.020 -1.491 -0.017
O -1.141 0.585 0.288
H -3.046 0.740 -0.278
H -2.414 -1.158 -0.172
H 1.415 0.262 -1.037
H 2.174 0.204 0.591
H 1.164 1.602 0.233
H 0.196 -0.112 1.732
H 0.875 -1.712 -0.280